Record 1
# C8H22ClF2N2O2Pd

C8H22ClF2N2O2Pd as an isolated structure at a distorted geometry (ωB97M-V with the def2-TZVPD basis set, the OMol25 dataset).

## Properties
Kohn-Sham gap (spin up / spin down) in eV: 7.28 / 3.61
Multiplicity: 3
⟨S²⟩: 2.02
Total charge: -1
LUMO level (spin up / spin down) in eV: 2.50 / -1.16

Geometry (Å):
Pd (-1.805, -0.587, -0.894)
Cl (-4.075, 1.766, 0.858)
F (-0.042, -2.916, -2.306)
F (-4.183, -2.768, -1.716)
C (1.657, 1.243, -3.528)
C (0.703, 2.122, -2.689)
C (-0.679, 2.465, -3.386)
O (-1.561, 1.330, -3.407)
C (-2.808, 1.510, -4.062)
N (0.401, 1.331, -1.577)
H (1.203, 0.299, -3.830)
H (2.622, 0.974, -3.100)
H (1.791, 1.765, -4.476)
H (1.187, 3.039, -2.352)
H (-0.423, 2.802, -4.391)
H (-1.186, 3.279, -2.867)
H (-2.577, 1.686, -5.112)
H (-3.215, 2.440, -3.666)
H (-3.430, 0.703, -3.672)
H (1.284, 0.841, -1.595)
H (0.467, 1.940, -0.774)
C (-0.755, -2.145, 4.622)
C (-0.073, -1.507, 3.450)
C (1.508, -1.695, 3.463)
O (2.135, -0.927, 2.462)
C (3.109, -0.029, 2.849)
N (-0.616, -2.121, 2.303)
H (-0.596, -1.824, 5.652)
H (-0.441, -3.180, 4.760)
H (-1.830, -2.178, 4.446)
H (-0.334, -0.456, 3.323)
H (1.857, -2.701, 3.227)
H (2.007, -1.404, 4.388)
H (2.751, 0.736, 3.539)
H (3.661, 0.332, 1.982)
H (3.853, -0.667, 3.326)
H (-0.101, -2.965, 2.093)
H (-1.466, -2.534, 2.658)



Record 2
# C30H35Ge2MnN6O8SSe

C30H35Ge2MnN6O8SSe as an isolated structure (ωB97M-V with the def2-TZVPD basis set, the OMol25 dataset).

## Properties
Kohn-Sham gap (spin up / spin down) in eV: 5.06 / 7.32
Multiplicity: 5
ΔE to the lowest compared entry with this formula, charge and spin in kJ/mol: 0.0
⟨S²⟩: 6.05
Total charge: -2
LUMO level (spin up / spin down) in eV: 4.35 / 4.23

Geometry (Å):
Mn (2.187, 1.271, -0.322)
C (-1.265, 4.049, -2.838)
C (-2.172, 2.939, -2.322)
N (-1.970, 2.609, -0.916)
C (-0.723, 2.176, -0.493)
S (0.133, 1.025, -1.546)
N (-0.259, 2.594, 0.626)
N (0.973, 2.115, 0.959)
C (1.502, 2.435, 2.144)
C (0.704, 3.075, 3.234)
C (2.855, 2.080, 2.297)
C (3.608, 2.189, 3.494)
C (4.919, 1.799, 3.505)
C (5.519, 1.289, 2.336)
C (4.739, 1.179, 1.205)
N (3.463, 1.556, 1.174)
H (-1.467, 4.254, -3.892)
H (-0.215, 3.767, -2.741)
H (-1.420, 4.971, -2.271)
H (-2.029, 2.032, -2.912)
H (-3.225, 3.214, -2.430)
H (-2.322, 3.310, -0.278)
H (-0.172, 3.559, 2.809)
H (1.296, 3.817, 3.773)
H (0.362, 2.328, 3.959)
H (3.133, 2.559, 4.392)
H (5.492, 1.870, 4.422)
H (6.549, 0.967, 2.318)
H (5.118, 0.778, 0.273)
O (3.306, -2.791, 3.858)
C (2.185, -2.366, 4.404)
O (1.910, -2.591, 5.567)
C (1.241, -1.625, 3.529)
C (-0.024, -1.270, 3.939)
N (-0.603, -0.644, 2.899)
N (0.187, -0.566, 1.830)
C (1.317, -1.148, 2.188)
C (2.420, -1.263, 1.179)
O (3.375, -2.015, 1.439)
O (2.276, -0.627, 0.095)
H (3.358, -2.523, 2.873)
H (-0.519, -1.431, 4.881)
H (-1.551, -0.314, 2.815)
C (-4.252, 1.106, 1.058)
Ge (-3.404, -0.671, 0.753)
C (-3.707, -1.571, 2.559)
C (-4.772, -1.623, -0.341)
Ge (-1.504, -0.718, -1.479)
C (-0.381, -2.310, -1.086)
C (-0.691, -3.138, -0.011)
C (0.091, -4.246, 0.297)
C (1.210, -4.534, -0.469)
C (1.530, -3.724, -1.552)
C (0.733, -2.632, -1.861)
C (-1.628, -0.980, -3.484)
C (-1.038, -0.188, -4.470)
C (-1.254, -0.438, -5.822)
C (-2.073, -1.485, -6.221)
C (-2.674, -2.283, -5.255)
C (-2.453, -2.026, -3.910)
H (-5.155, 0.977, 1.663)
H (-4.521, 1.559, 0.103)
H (-3.568, 1.778, 1.577)
H (-4.739, -1.931, 2.612)
H (-3.568, -0.855, 3.376)
H (-3.040, -2.419, 2.723)
H (-5.744, -1.610, 0.162)
H (-4.479, -2.663, -0.501)
H (-4.871, -1.146, -1.318)
H (-1.541, -2.896, 0.620)
H (-0.158, -4.864, 1.153)
H (1.846, -5.373, -0.211)
H (2.418, -3.927, -2.138)
H (1.007, -2.000, -2.699)
H (-0.386, 0.631, -4.187)
H (-0.769, 0.187, -6.564)
H (-2.238, -1.680, -7.274)
H (-3.314, -3.107, -5.552)
H (-2.932, -2.664, -3.169)
O (3.167, 2.897, -3.706)
Se (3.636, 2.618, -2.192)
O (2.414, 3.045, -1.084)
O (3.563, 0.991, -1.765)
O (5.047, 3.279, -1.789)



Record 3
# C4H11ClN2

A 2-piece molecular cluster, C4H11ClN2 overall at a distorted geometry (ωB97M-V with the def2-TZVPD basis set, the OMol25 dataset).

## Properties
Kohn-Sham gap in eV: 8.37
ΔE to the lowest compared entry with this formula, charge and spin in kJ/mol: 131.0
Total charge: 0
LUMO level in eV: 0.75

Geometry (Å):
C (0.810, 1.599, 1.148)
C (0.521, -1.931, 0.069)
C (-0.314, 1.502, 0.050)
C (-0.966, -1.516, 0.217)
N (-0.850, 1.016, -2.165)
N (-0.023, 1.153, -1.183)
Cl (-1.435, -1.144, 1.935)
H (1.634, 2.188, 0.762)
H (1.075, 0.501, 1.275)
H (0.342, 1.883, 2.101)
H (0.902, -1.572, -0.891)
H (0.627, -2.993, 0.303)
H (1.088, -1.416, 0.897)
H (-1.301, 1.854, 0.447)
H (-1.526, -2.287, -0.093)
H (-1.208, -0.599, -0.403)
H (-0.336, 0.692, -3.043)
H (0.960, 1.069, -1.425)



Record 4
# C3H4N2O

One molecule with the formula C3H4N2O (ωB97M-V with the def2-TZVPD basis set, the OMol25 dataset).

## Properties
Kohn-Sham gap in eV: 9.27
ΔE to the lowest compared entry with this formula, charge and spin in kJ/mol: 84.3
Total charge: 0
LUMO level in eV: 0.87

Geometry (Å):
N (-1.385, 0.690, -0.950)
C (-0.389, 0.142, -0.157)
C (-0.084, 0.170, 1.164)
N (1.072, -0.575, 1.366)
C (1.383, -1.010, 0.201)
O (0.545, -0.615, -0.793)
H (-1.222, 0.515, -1.934)
H (-1.515, 1.679, -0.782)
H (-0.610, 0.650, 1.976)
H (2.204, -1.646, -0.090)



Record 5
# C59H52ClGeN4O9PTl

C59H52ClGeN4O9PTl as an isolated structure at a distorted geometry (ωB97M-V with the def2-TZVPD basis set, the OMol25 dataset).

## Properties
Kohn-Sham gap (spin up / spin down) in eV: 5.00 / 5.64
Multiplicity: 2
ΔE to the lowest compared entry with this formula, charge and spin in kJ/mol: 434.0
⟨S²⟩: 0.76
Total charge: -2
LUMO level (spin up / spin down) in eV: 3.39 / 3.39

Geometry (Å):
Tl (-0.032, 0.629, 0.557)
O (3.779, 4.275, -3.323)
C (4.428, 3.125, -3.383)
O (5.500, 3.024, -3.937)
C (3.755, 1.968, -2.723)
C (4.224, 0.667, -2.692)
Cl (5.518, 0.025, -3.606)
N (3.364, -0.078, -1.933)
N (2.327, 0.686, -1.538)
C (2.560, 1.905, -1.963)
C (1.597, 3.012, -1.610)
O (1.888, 4.156, -2.053)
O (0.617, 2.735, -0.891)
C (3.442, -1.456, -1.542)
C (4.609, -2.102, -1.459)
C (4.620, -3.545, -1.269)
C (3.503, -4.267, -1.369)
C (2.164, -3.619, -1.545)
C (2.185, -2.154, -1.148)
H (2.926, 4.178, -2.780)
H (5.556, -1.597, -1.535)
H (5.571, -4.030, -1.090)
H (3.536, -5.345, -1.293)
H (1.462, -4.139, -0.884)
H (1.325, -1.608, -1.558)
O (2.686, -5.333, 1.682)
C (2.149, -4.240, 1.509)
C (0.710, -3.926, 1.500)
O (-0.201, -4.543, 2.076)
C (0.559, -2.692, 0.685)
C (1.920, -1.995, 0.446)
O (1.949, -0.726, 0.839)
C (2.865, -2.933, 1.223)
O (3.941, -2.622, 1.689)
O (-0.489, -2.266, 0.210)
C (-3.013, 2.301, -3.347)
C (-2.140, 1.854, -2.340)
N (-2.399, 1.945, -1.060)
C (-3.555, 2.514, -0.679)
C (-4.520, 2.952, -1.602)
C (-4.214, 2.837, -2.970)
C (-5.765, 3.499, -1.142)
C (-6.009, 3.648, 0.176)
C (-5.019, 3.285, 1.149)
C (-5.204, 3.504, 2.525)
C (-4.197, 3.188, 3.399)
C (-3.014, 2.633, 2.883)
N (-2.825, 2.390, 1.608)
C (-3.799, 2.717, 0.740)
H (-2.732, 2.211, -4.387)
H (-1.181, 1.415, -2.592)
H (-4.930, 3.186, -3.707)
H (-6.504, 3.792, -1.879)
H (-6.950, 4.060, 0.522)
H (-6.136, 3.934, 2.874)
H (-4.296, 3.361, 4.462)
H (-2.185, 2.394, 3.543)
C (3.603, 2.422, 3.057)
C (3.110, 1.603, 4.260)
C (4.010, 0.368, 4.352)
C (3.241, 2.440, 5.530)
P (1.355, 1.076, 3.766)
C (0.516, 2.734, 3.831)
C (-0.051, 3.390, 4.927)
C (-0.662, 4.630, 4.789)
C (-0.712, 5.257, 3.552)
C (-0.145, 4.634, 2.451)
C (0.456, 3.392, 2.596)
C (0.533, -0.008, 5.083)
C (0.322, 0.458, 6.523)
C (-0.840, -0.328, 4.463)
C (1.355, -1.311, 5.113)
H (4.668, 2.634, 3.184)
H (3.080, 3.374, 2.962)
H (3.476, 1.857, 2.130)
H (5.055, 0.694, 4.386)
H (3.889, -0.276, 3.479)
H (3.820, -0.218, 5.249)
H (4.272, 2.801, 5.618)
H (3.024, 1.854, 6.424)
H (2.584, 3.311, 5.515)
H (-0.018, 2.940, 5.905)
H (-1.096, 5.111, 5.659)
H (-1.191, 6.224, 3.451)
H (-0.176, 5.091, 1.470)
H (0.887, 2.930, 1.716)
H (-0.446, 1.224, 6.600)
H (1.238, 0.830, 6.983)
H (-0.022, -0.396, 7.117)
H (-1.545, 0.496, 4.609)
H (-1.260, -1.224, 4.929)
H (-0.765, -0.527, 3.392)
H (2.151, -1.261, 5.856)
H (1.806, -1.531, 4.144)
H (0.710, -2.155, 5.363)
C (0.634, -0.742, -4.435)
Ge (-0.349, -1.687, -2.991)
C (0.125, -3.481, -2.998)
C (1.545, -3.907, -3.016)
C (1.700, -5.372, -3.287)
C (0.736, -6.240, -2.963)
C (-0.544, -5.760, -2.473)
C (-0.827, -4.439, -2.508)
C (-2.309, -1.606, -3.326)
C (-3.105, -1.093, -2.331)
C (-4.492, -0.893, -2.514)
C (-5.079, -1.216, -3.700)
C (-4.315, -1.798, -4.742)
C (-4.922, -2.197, -5.959)
C (-4.192, -2.794, -6.946)
C (-2.812, -3.022, -6.758)
C (-2.199, -2.633, -5.602)
C (-2.923, -2.004, -4.556)
H (0.045, -0.728, -5.352)
H (1.572, -1.270, -4.610)
H (0.878, 0.280, -4.152)
H (2.146, -3.314, -3.712)
H (2.662, -5.720, -3.641)
H (0.897, -7.306, -3.069)
H (-1.289, -6.471, -2.142)
H (-1.819, -4.094, -2.241)
H (-2.660, -0.827, -1.378)
H (-5.079, -0.465, -1.711)
H (-6.138, -1.048, -3.860)
H (-5.985, -2.028, -6.087)
H (-4.671, -3.106, -7.866)
H (-2.241, -3.518, -7.533)
H (-1.146, -2.829, -5.446)



Record 6
# C6H9IrO4

C6H9IrO4 as an isolated structure at a distorted geometry (ωB97M-V with the def2-TZVPD basis set, the OMol25 dataset).

## Properties
Kohn-Sham gap (spin up / spin down) in eV: 7.93 / 6.44
Multiplicity: 5
ΔE to the lowest compared entry with this formula, charge and spin in kJ/mol: 53.4
⟨S²⟩: 6.01
Total charge: +2
LUMO level (spin up / spin down) in eV: -8.73 / -11.53

Geometry (Å):
O (-3.203, 3.033, -0.222)
C (-2.151, 2.337, -0.086)
O (-1.071, 2.746, -0.615)
O (-2.264, 1.148, 0.444)
C (-1.196, 0.188, 0.313)
Ir (-1.972, 4.240, -1.044)
H (-0.663, 0.467, -0.606)
H (-1.752, -0.743, 0.489)
C (-0.090, 0.249, 1.492)
C (0.910, -0.805, 1.186)
H (-0.618, 0.028, 2.431)
H (0.374, 1.246, 1.475)
H (1.922, -0.595, 1.551)
C (0.797, -1.586, 0.080)
C (1.970, -1.944, -0.783)
O (1.664, -1.653, -2.138)
H (-0.142, -2.098, -0.157)
H (2.195, -3.018, -0.666)
H (2.863, -1.381, -0.460)
H (2.427, -1.859, -2.684)